1.
{
  "formula": "C35H28Cl3GaN9O3S2",
  "method": "ωB97M-V/def2-TZVPD",
  "total_charge": 1,
  "lumo_ev": -3.45,
  "elements": ["Ga", "C", "C", "C", "C", "C", "N", "C", "C", "C", "C", "C", "C", "C", "N", "C", "C", "C", "N", "C", "C", "N", "C", "C", "C", "N", "H", "H", "H", "H", "H", "H", "H", "H", "H", "H", "H", "H", "H", "H", "H", "H", "H", "H", "O", "S", "O", "N", "C", "S", "C", "C", "C", "C", "C", "C", "H", "H", "H", "H", "N", "C", "O", "C", "C", "C", "C", "N", "C", "H", "H", "H", "H", "H", "H", "Cl", "C", "Cl", "Cl", "C", "N"],
  "xyz": [[-0.4769, -0.4782, 0.0451], [4.4104, -3.4747, -3.9820], [3.6251, -2.7553, -2.9208], [3.9397, -2.9035, -1.5680], [3.2239, -2.2392, -0.5973], [2.1704, -1.3666, -0.9090], [1.4643, -0.7194, 0.1184], [2.2242, -0.0613, 1.0919], [3.4405, 0.5590, 0.7695], [4.1687, 1.2812, 1.6906], [3.7084, 1.4611, 2.9933], [4.4632, 2.2924, 3.9954], [2.5054, 0.8669, 3.3261], [1.7845, 0.1002, 2.4138], [0.5973, -0.5324, 2.8924], [0.3416, -0.9303, 4.1551], [-0.9302, -1.4555, 4.1834], [-1.3897, -1.3489, 2.8725], [-0.4605, -0.7903, 2.1028], [1.8556, -1.2339, -2.2623], [2.5647, -1.9307, -3.2412], [0.8112, -0.3664, -2.6976], [0.7352, 0.3069, -3.8605], [-0.5023, 0.9098, -3.9205], [-1.1297, 0.5534, -2.7294], [-0.3296, -0.2246, -2.0007], [5.4485, -3.1392, -3.9808], [4.4158, -4.5510, -3.8062], [3.9979, -3.2939, -4.9732], [4.7458, -3.5661, -1.2764], [3.4772, -2.3731, 0.4476], [3.8060, 0.4742, -0.2453], [5.1021, 1.7384, 1.3856], [5.4223, 2.6111, 3.5911], [3.8967, 3.1861, 4.2619], [4.6509, 1.7329, 4.9123], [2.1048, 1.0163, 4.3212], [1.0702, -0.8302, 4.9391], [-1.4466, -1.8749, 5.0280], [-2.3332, -1.6394, 2.4454], [2.2651, -1.8345, -4.2775], [1.5521, 0.3272, -4.5598], [-0.8884, 1.5342, -4.7059], [-2.1050, 0.8210, -2.3583], [-4.6540, 4.0289, 0.9437], [-3.7418, 3.8339, -0.1273], [-4.1956, 3.6089, -1.4586], [-2.6201, 2.5020, 0.2578], [-1.3261, 2.9287, 0.2370], [0.0694, 2.0602, 0.4256], [-1.2336, 4.3896, 0.0361], [-0.0731, 5.1536, 0.0011], [-0.1891, 6.5237, -0.1689], [-1.4359, 7.1315, -0.2973], [-2.5984, 6.3755, -0.2726], [-2.4545, 5.0136, -0.1094], [0.8892, 4.6744, 0.1103], [0.7053, 7.1307, -0.1994], [-1.5028, 8.2038, -0.4197], [-3.5764, 6.8265, -0.3708], [-4.9357, -3.7772, -1.1182], [-3.8888, -4.6196, -1.2797], [-3.9471, -5.6658, -1.8864], [-2.5877, -4.1795, -0.6588], [-1.7417, -5.1521, -0.1381], [-0.5102, -4.7748, 0.3695], [-0.1587, -3.4391, 0.3339], [-0.9711, -2.5038, -0.1674], [-2.1629, -2.8655, -0.6537], [-5.8232, -4.0434, -1.5117], [-4.8834, -2.9368, -0.5693], [-2.0571, -6.1871, -0.1552], [0.1738, -5.5046, 0.7778], [0.7911, -3.0864, 0.7142], [-2.7739, -2.0668, -1.0571], [-4.4134, 1.6355, 2.6230], [-4.4174, 0.9018, 1.0074], [-5.6732, 1.6031, -0.0144], [-4.8018, -0.8268, 1.1947], [-2.9937, 1.0963, 0.3986], [-2.2841, 0.1483, 0.0934]],
  "mulliken_charge": [0.52, -1.61, 0.45, -1.02, -0.08, -0.42, 0.71, -0.06, -0.59, -1.22, 0.38, -1.57, -0.53, 0.62, 0.16, -0.09, -1.56, -0.03, 0.24, -0.09, -0.47, -0.10, -0.02, -1.53, -0.11, 0.47, 0.35, 0.35, 0.36, 0.43, 0.53, 0.56, 0.36, 0.37, 0.34, 0.35, 0.58, 0.52, 0.46, 0.49, 0.46, 0.54, 0.45, 0.60, -0.50, 0.82, -0.56, 0.38, 1.44, -0.57, -0.30, -0.63, -0.75, -0.60, -0.76, 0.55, 0.51, 0.42, 0.42, 0.48, -0.25, 0.15, -0.60, 0.07, -0.33, -1.33, 0.01, 0.47, -0.23, 0.21, 0.13, 0.51, 0.49, 0.61, 0.85, -0.09, 0.78, -0.08, -0.17, -0.95, -0.15]
}

2.
{
  "formula": "C35H28CuF5N2O3P2S",
  "method": "ωB97M-V/def2-TZVPD",
  "lumo_ev": 0.23,
  "elements": ["Cu", "O", "P", "C", "P", "O", "C", "C", "C", "C", "C", "C", "C", "C", "C", "C", "C", "C", "C", "C", "C", "C", "C", "C", "C", "C", "C", "C", "C", "C", "H", "H", "H", "H", "H", "H", "H", "H", "H", "H", "H", "H", "H", "H", "H", "H", "H", "H", "H", "H", "H", "H", "C", "N", "C", "C", "N", "C", "S", "H", "H", "H", "H", "H", "H", "F", "C", "C", "F", "C", "F", "C", "O", "C", "F", "C", "F"],
  "xyz": [[-0.3328, 1.9959, -0.4997], [-0.6410, 0.3379, 1.1640], [-0.1637, -1.0506, 0.9427], [0.4673, -1.2542, -0.7496], [-0.7161, -0.6932, -2.0112], [-1.3616, 0.6088, -1.6573], [-1.9330, -2.0000, -2.1945], [-3.2711, -1.6232, -2.2294], [-4.2579, -2.5894, -2.3561], [-3.9112, -3.9279, -2.4447], [-2.5758, -4.3086, -2.4123], [-1.5884, -3.3467, -2.2902], [0.2540, -0.6012, -3.5205], [0.0438, -1.4326, -4.6155], [0.8169, -1.2823, -5.7578], [1.7922, -0.2995, -5.8110], [1.9961, 0.5426, -4.7255], [1.2321, 0.3937, -3.5825], [1.1709, -1.5077, 2.0524], [2.4413, -1.8857, 1.6353], [3.4538, -2.0691, 2.5670], [3.1990, -1.8635, 3.9128], [1.9309, -1.4880, 4.3366], [0.9196, -1.3105, 3.4110], [-1.4644, -2.2718, 1.1592], [-1.1872, -3.6315, 1.2729], [-2.2173, -4.5343, 1.4688], [-3.5264, -4.0769, 1.5615], [-3.8042, -2.7233, 1.4577], [-2.7738, -1.8152, 1.2602], [0.7684, -2.2831, -0.9598], [1.3443, -0.6018, -0.8331], [-3.5247, -0.5752, -2.1419], [-5.2982, -2.2962, -2.3781], [-4.6821, -4.6804, -2.5362], [-2.3070, -5.3535, -2.4780], [-0.5493, -3.6520, -2.2685], [-0.7278, -2.1900, -4.5865], [0.6498, -1.9277, -6.6090], [2.3891, -0.1806, -6.7046], [2.7413, 1.3239, -4.7729], [1.3714, 1.0788, -2.7529], [2.6576, -2.0305, 0.5848], [4.4426, -2.3573, 2.2393], [3.9947, -1.9807, 4.6360], [1.7381, -1.3092, 5.3855], [-0.0615, -0.9909, 3.7383], [-0.1639, -3.9852, 1.2170], [-2.0034, -5.5901, 1.5596], [-4.3306, -4.7808, 1.7274], [-4.8240, -2.3716, 1.5364], [-2.9670, -0.7534, 1.1848], [2.6807, 4.9146, -1.1131], [1.3679, 5.3372, -0.6744], [1.1010, 6.1643, 0.3957], [-0.2367, 6.1918, 0.5619], [-0.7644, 5.3818, -0.4195], [0.2207, 4.8283, -1.1622], [0.0406, 3.7049, -2.4150], [3.4226, 5.5149, -0.5926], [2.7715, 5.0581, -2.1880], [2.8053, 3.8617, -0.8604], [1.8845, 6.6448, 0.9485], [-0.8461, 6.7078, 1.2771], [-1.7270, 5.1174, -0.5375], [1.0961, 1.7133, 6.0672], [1.0768, 2.0216, 4.7536], [2.2255, 1.9225, 3.9898], [3.3719, 1.5187, 4.5674], [2.1957, 2.2196, 2.6404], [3.3364, 2.0790, 1.9285], [1.0232, 2.6157, 1.9707], [1.0059, 2.8509, 0.7003], [-0.1089, 2.7388, 2.7940], [-1.2736, 3.1235, 2.2337], [-0.0951, 2.4350, 4.1390], [-1.2240, 2.5293, 4.8633]],
  "mulliken_charge": [0.45, -0.71, 1.43, -1.90, 1.75, -0.89, 0.04, -0.53, -0.69, -0.45, -0.88, 0.00, 0.64, -0.35, -0.78, -0.48, -0.87, -0.46, 0.54, -0.23, -0.80, -0.42, -0.80, -0.50, 0.08, -0.57, -0.78, -0.48, -0.64, -0.25, 0.87, 0.79, 0.44, 0.43, 0.43, 0.43, 0.40, 0.39, 0.41, 0.38, 0.44, 0.24, 0.35, 0.41, 0.41, 0.40, 0.38, 0.42, 0.44, 0.42, 0.42, 0.44, -0.82, 0.32, -0.11, -0.77, 0.16, -0.20, -0.45, 0.30, 0.32, 0.24, 0.44, 0.43, 0.25, -0.40, 0.59, 0.37, -0.44, 0.14, -0.42, -0.09, 0.13, 0.37, -0.49, 0.29, -0.37]
}

3.
{
  "formula": "C35H28LuN9O2S3",
  "method": "ωB97M-V/def2-TZVPD",
  "lumo_ev": -0.26,
  "elements": ["Lu", "N", "C", "C", "C", "C", "C", "N", "C", "C", "C", "C", "C", "N", "H", "H", "H", "H", "H", "H", "H", "H", "H", "N", "C", "N", "C", "N", "C", "C", "C", "C", "C", "C", "N", "C", "C", "C", "C", "C", "C", "C", "O", "O", "C", "C", "H", "H", "H", "H", "H", "H", "H", "H", "H", "H", "H", "H", "H", "H", "S", "C", "S", "C", "N", "N", "C", "C", "C", "C", "C", "C", "S", "H", "H", "H", "H", "H"],
  "xyz": [[-0.5011, 0.4780, 1.3212], [1.8499, 3.2245, 2.0925], [2.4931, 1.9950, 2.0704], [3.8594, 1.9905, 2.3740], [4.5346, 0.7963, 2.4166], [3.8474, -0.3861, 2.1531], [2.5175, -0.2854, 1.8464], [1.8362, 0.8759, 1.7992], [0.6621, 3.6760, 1.5288], [0.3427, 5.0233, 1.7106], [-0.7901, 5.5219, 1.1139], [-1.5793, 4.6833, 0.3331], [-1.1935, 3.3738, 0.2239], [-0.0995, 2.8589, 0.8190], [2.3803, 3.9461, 2.5476], [4.3680, 2.9290, 2.5586], [5.5941, 0.7816, 2.6398], [4.3275, -1.3533, 2.1923], [1.9420, -1.1770, 1.6261], [0.9775, 5.6520, 2.3246], [-1.0533, 6.5645, 1.2430], [-2.4747, 5.0320, -0.1602], [-1.7597, 2.6793, -0.3799], [-5.2855, -0.3867, -2.5207], [-4.9718, -0.0240, -1.4666], [-4.6933, 0.4422, -0.2571], [-3.6058, 0.4725, 0.3698], [-2.6783, 0.5885, 1.0924], [3.0084, 3.0069, -4.2763], [1.7015, 2.3045, -3.9918], [0.5260, 3.0475, -3.9328], [-0.6933, 2.4226, -3.7099], [-0.7522, 1.0496, -3.5531], [0.4193, 0.3010, -3.5833], [0.3802, -1.1135, -3.4371], [-0.7983, -1.7956, -3.0458], [-1.4446, -2.6535, -3.9286], [-2.5673, -3.3713, -3.5399], [-3.0550, -3.2660, -2.2439], [-2.3922, -2.4521, -1.3446], [-1.2796, -1.7110, -1.7412], [-0.5950, -0.9080, -0.7061], [-0.3993, -1.4505, 0.4487], [-0.2649, 0.3047, -0.8482], [1.6571, 0.9176, -3.7975], [2.9077, 0.0773, -3.8222], [2.8419, 4.0718, -4.4322], [3.4919, 2.6103, -5.1720], [3.7186, 2.8983, -3.4536], [0.5684, 4.1223, -4.0743], [-1.6059, 3.0074, -3.6720], [-1.7066, 0.5504, -3.4144], [0.9080, -1.6029, -4.1420], [-1.0679, -2.7323, -4.9425], [-3.0730, -4.0015, -4.2616], [-3.9359, -3.8124, -1.9351], [-2.7183, -2.3980, -0.3115], [2.8693, -0.6911, -3.0469], [3.8009, 0.6779, -3.6627], [3.0383, -0.4387, -4.7815], [-4.0328, -2.9976, 4.3128], [-2.8430, -1.8790, 4.1064], [-3.0391, -0.1921, 4.4902], [-1.4757, 0.1819, 3.8562], [-0.8409, -0.8622, 3.3862], [-1.5792, -2.0395, 3.6144], [-0.8349, -3.2757, 3.6523], [0.0572, -3.5935, 2.6420], [0.8025, -4.7630, 2.7281], [0.6555, -5.6136, 3.8135], [-0.2380, -5.2808, 4.8231], [-0.9783, -4.1107, 4.7501], [-0.8216, 1.7607, 3.7605], [0.1394, -2.9541, 1.7808], [1.4928, -5.0115, 1.9317], [1.2278, -6.5313, 3.8718], [-0.3607, -5.9327, 5.6799], [-1.6656, -3.8497, 5.5435]],
  "mulliken_charge": [1.34, 0.21, 0.58, -1.10, -0.32, -1.11, -0.23, 0.09, 0.36, -0.91, -0.45, -1.20, -0.23, 0.35, 0.20, 0.42, 0.41, 0.48, 0.48, 0.42, 0.41, 0.49, 0.52, -0.58, 0.57, -0.81, 0.73, -0.47, -1.70, 1.24, -1.13, -0.85, -0.80, 0.25, 0.10, -0.08, -0.60, -0.70, -0.86, -0.92, 0.65, 0.45, -0.12, -0.41, 1.08, -1.79, 0.40, 0.36, 0.34, 0.32, 0.49, 0.59, 0.44, 0.43, 0.40, 0.42, 0.64, 0.37, 0.44, 0.34, -0.28, 0.07, -0.11, 0.36, -0.61, 0.42, 0.14, 0.24, -1.10, -0.45, -0.70, -0.38, -0.37, 0.65, 0.43, 0.39, 0.37, 0.46]
}